Density functional theory data (ωB97M-V/def2-TZVPD) for C2H7NO2 in the gas phase in a non-equilibrium geometry.

Each line ends with the Löwdin charge.
Cartesian coordinates (Å):
C  0.1324  -0.2294  0.3912  -0.498
C  1.4482  0.5711  -0.1408  -0.016
N  -0.9894  0.5495  -0.0438  -0.060
O  -2.1693  -0.2674  -0.1520  -0.079
O  0.2463  -1.5414  -0.0397  -0.012
H  -2.8221  0.1862  0.3964  0.093
H  -0.6412  -1.9156  -0.1323  0.090
H  -0.6122  0.6507  -1.0455  0.137
H  0.1305  -0.1905  1.4897  0.134
H  2.3047  0.1197  0.3518  0.069
H  1.4228  1.6215  0.1405  0.070
H  1.5494  0.4458  -1.2155  0.071

The strongest force on any atom comes out at 3.23 eV Å⁻¹. As for the structure (SMILES): C[C@H](O)NO. Its lowest unoccupied orbital energy is 0.908 eV. The spin multiplicity is 1. The value obtained for the HOMO energy is -10.22 eV.